[1]
ORCA calculation (ωB97M-V/def2-TZVPD) on a structure of composition C38H46Cl5O2ReS2Se.

Last column: Mulliken charge in e.
Atoms and positions in Å:
1 Re -0.52194 -0.14659 -1.31422  0.383
2 C 6.47498 1.61175 0.59620  -2.209
3 C 5.57008 2.84120 0.51889  2.102
4 C 5.49904 3.46487 1.91935  -1.662
5 C 6.19947 3.84982 -0.45094  -1.658
6 C 4.16742 2.48473 0.03237  -0.549
7 C 3.81508 1.21976 -0.39512  -0.606
8 C 2.52265 0.97314 -0.83636  0.593
9 Se 1.99410 -0.81878 -1.26651  0.066
10 C 1.86215 -1.42600 0.54512  -0.414
11 C 2.80672 -2.27592 1.08610  -0.367
12 C 2.74579 -2.61151 2.43144  -0.319
13 C 1.72547 -2.02850 3.18436  -0.042
14 C 0.76602 -1.16394 2.67183  -0.669
15 C 0.81371 -0.86132 1.28913  0.522
16 O -0.05276 -0.05066 0.72513  -0.241
17 C -0.31488 -0.54216 3.55643  2.887
18 C -0.21391 0.98992 3.50276  -1.623
19 C -0.17250 -0.96467 5.02066  -2.660
20 C -1.70088 -0.98602 3.07336  -1.502
21 C 3.80496 -3.52919 3.04022  2.066
22 C 3.99009 -4.77804 2.16633  -1.784
23 C 5.13922 -2.77485 3.11898  -1.620
24 C 3.42696 -3.99278 4.44840  -2.138
25 C 1.53626 1.95792 -0.89512  0.941
26 O 0.33231 1.69035 -1.37294  -0.596
27 C 1.87215 3.25803 -0.43162  -0.955
28 C 3.16913 3.46867 0.00373  -0.036
29 C 0.81443 4.35960 -0.37658  2.626
30 C 1.36670 5.65727 0.21910  -2.439
31 C 0.31495 4.67192 -1.79212  -1.479
32 C -0.35564 3.90582 0.51050  -1.450
33 H 7.45843 1.90288 0.97005  0.452
34 H 6.61556 1.15362 -0.38389  0.367
35 H 6.06593 0.85717 1.27001  0.420
36 H 6.50496 3.67414 2.29109  0.475
37 H 5.00638 2.78728 2.61838  0.347
38 H 4.94502 4.40332 1.91656  0.319
39 H 7.20546 4.12323 -0.12317  0.458
40 H 5.60170 4.75998 -0.51021  0.308
41 H 6.26522 3.42839 -1.45524  0.344
42 H 4.51987 0.39896 -0.37013  0.405
43 H 3.59211 -2.66321 0.44808  0.469
44 H 1.67162 -2.26601 4.23470  0.426
45 H 0.76440 1.32161 3.86034  0.362
46 H -0.97958 1.43272 4.14484  0.473
47 H -0.35552 1.35512 2.48866  -0.023
48 H 0.78598 -0.65516 5.44405  0.447
49 H -0.27348 -2.04492 5.14621  0.440
50 H -0.96274 -0.48829 5.60453  0.462
51 H -1.87722 -0.68788 2.04340  -0.084
52 H -2.47141 -0.53613 3.70608  0.464
53 H -1.79641 -2.07279 3.13821  0.400
54 H 4.44404 -4.53493 1.20563  0.328
55 H 3.03269 -5.26226 1.97124  0.368
56 H 4.64605 -5.49506 2.66665  0.472
57 H 5.43554 -2.40821 2.13520  0.342
58 H 5.93154 -3.42790 3.49448  0.446
59 H 5.05664 -1.91454 3.78537  0.325
60 H 2.47355 -4.52354 4.45124  0.419
61 H 3.35433 -3.15719 5.14553  0.368
62 H 4.19539 -4.67011 4.82789  0.448
63 H 3.43100 4.45738 0.35380  0.383
64 H 2.18103 6.06991 -0.38120  0.406
65 H 1.72435 5.51850 1.24154  0.415
66 H 0.56648 6.39958 0.24556  0.472
67 H 1.13211 5.04715 -2.41273  0.341
68 H -0.46015 5.44118 -1.74964  0.482
69 H -0.09649 3.78574 -2.26468  -0.079
70 H -0.00274 3.67596 1.51874  0.222
71 H -0.84705 3.02096 0.11352  0.110
72 H -1.09262 4.70939 0.58205  0.558
73 C -4.74683 -0.06367 0.70401  -1.672
74 C -3.49940 -0.49921 -0.01910  0.469
75 S -2.64208 0.77717 -0.86572  -0.533
76 C -3.05718 -1.76877 -0.03561  0.906
77 C -3.75321 -2.89241 0.67659  -1.554
78 S -1.61226 -2.23983 -0.91446  -0.469
79 H -4.91358 1.00418 0.57074  0.421
80 H -4.67218 -0.25704 1.77710  0.279
81 H -5.63048 -0.58759 0.33055  0.370
82 H -4.80787 -2.67446 0.84416  0.378
83 H -3.28922 -3.08062 1.64916  0.186
84 H -3.68068 -3.81487 0.09903  0.400
85 Cl -1.59962 2.14387 -3.67137  -0.216
86 C -1.05987 0.63455 -4.32729  1.006
87 C -0.61098 -0.38252 -3.47114  -0.678
88 C -0.18863 -1.54157 -4.13794  1.146
89 Cl 0.40889 -2.90611 -3.23742  -0.186
90 C -0.21393 -1.69692 -5.52199  -0.466
91 Cl 0.32683 -3.15827 -6.26923  -0.216
92 C -0.67645 -0.66145 -6.32169  0.517
93 Cl -0.71423 -0.82932 -8.03861  -0.216
94 C -1.10238 0.51486 -5.71617  -0.374
95 Cl -1.66941 1.80941 -6.71049  -0.220

As for the spin multiplicity: 4. The calculation puts the HOMO energy (alpha / beta) at -3.9 / -4.6 eV. Its orbital gap (alpha / beta) is 6.1626 / 6.6529 eV. The LUMO energy (alpha / beta) comes out at 2.26 / 2.03 eV. The total charge is -1. The expectation value of S² is 3.775.



[2]
ORCA calculation (ωB97M-V/def2-TZVPD) on a structure of composition C38H46FNO7P4RhSi.

Last column: Mulliken charge in e.
Atoms and positions in Å:
1 Rh -0.44495 1.24775 -0.72991  2.630
2 C -1.41701 -2.53904 -0.49044  -0.956
3 C -1.78995 -1.19042 0.12309  -0.328
4 P -0.47082 -0.19365 1.20741  0.930
5 C -1.72391 0.50442 2.37264  1.798
6 C -1.59084 1.84453 2.73408  -0.817
7 C -2.49301 2.43232 3.60623  -0.929
8 C -3.52164 1.68205 4.16049  -0.754
9 C -3.64408 0.34067 3.83038  -1.008
10 C -2.75529 -0.24116 2.93700  -0.534
11 C 0.99643 0.33755 2.28718  1.171
12 C 1.69712 1.48971 1.95106  -0.260
13 C 2.77950 1.90592 2.72100  -1.368
14 C 3.16670 1.17332 3.83053  -0.918
15 C 2.45900 0.03149 4.18305  -0.678
16 C 1.37902 -0.37857 3.41694  -0.347
17 C 0.09339 -2.74547 -0.59045  -0.796
18 P 0.65357 -2.38998 1.09111  1.225
19 C 2.44497 -2.50520 1.22148  0.795
20 C 3.21354 -1.57919 0.51852  0.005
21 C 4.59119 -1.57466 0.65082  -0.634
22 C 5.20992 -2.48613 1.49630  -0.702
23 C 4.44706 -3.40247 2.20632  -0.805
24 C 3.06654 -3.41261 2.07539  -0.724
25 C -0.05592 -3.72393 2.08416  0.568
26 C -0.81765 -3.42418 3.21090  -0.372
27 C -1.38122 -4.44528 3.96581  -0.987
28 C -1.18332 -5.76564 3.59769  -0.610
29 C -0.41995 -6.07235 2.47651  -0.858
30 C 0.14176 -5.05783 1.72076  -0.418
31 H -1.85928 -2.64696 -1.48221  0.560
32 H -1.82975 -3.34556 0.11825  0.452
33 H -2.70602 -1.25116 0.70230  0.617
34 H -2.02997 -0.47975 -0.68157  -0.478
35 H -0.78089 2.44144 2.33071  0.338
36 H -2.38484 3.47922 3.86221  0.514
37 H -4.21962 2.13888 4.84967  0.403
38 H -4.43604 -0.25605 4.26459  0.459
39 H -2.88055 -1.28782 2.68494  0.306
40 H 1.40058 2.08655 1.10031  0.296
41 H 3.31566 2.80659 2.44682  0.522
42 H 4.01141 1.49301 4.42693  0.403
43 H 2.74648 -0.53841 5.05772  0.494
44 H 0.83705 -1.27149 3.70803  0.258
45 H 0.55294 -2.02952 -1.28070  -0.093
46 H 0.35077 -3.75341 -0.91510  0.741
47 H 2.73117 -0.84592 -0.11139  -0.122
48 H 5.18348 -0.85137 0.10451  0.456
49 H 6.28622 -2.47731 1.60657  0.413
50 H 4.92603 -4.11081 2.86926  0.434
51 H 2.47847 -4.12339 2.64252  0.371
52 H -0.97861 -2.39315 3.50027  0.313
53 H -1.97365 -4.20507 4.83894  0.472
54 H -1.62168 -6.56154 4.18532  0.405
55 H -0.25994 -7.10437 2.19348  0.425
56 H 0.74504 -5.30530 0.85547  0.447
57 C -1.75699 6.21604 -1.80108  -1.638
58 C -1.73349 4.97552 -0.91786  0.849
59 O -2.63725 5.17975 0.17589  -0.601
60 P -2.42669 3.52753 -1.77188  0.195
61 O -1.71863 3.38938 -3.18529  -0.632
62 O -3.88782 3.91690 -2.21727  -0.540
63 O -2.40504 2.27291 -0.94753  -0.611
64 P 0.03042 4.58695 -0.40020  0.776
65 O -0.18641 4.31904 1.19100  -0.480
66 O 0.94738 5.71043 -0.62533  -0.833
67 O 0.32438 3.22653 -1.03259  -1.021
68 H -2.77379 6.43767 -2.12664  0.372
69 H -1.12300 6.07994 -2.67638  0.372
70 H -1.36846 7.05727 -1.23139  0.402
71 H -2.27310 4.73288 0.95263  0.421
72 H -0.77909 3.16917 -3.08529  0.407
73 H -4.36989 4.37038 -1.50771  0.396
74 H 0.25895 5.02503 1.68250  0.222
75 C -2.99770 -0.24041 -3.02376  -1.141
76 Si -1.33398 -0.31240 -3.84791  0.511
77 C -0.96287 -2.09918 -4.29890  -1.353
78 C -1.40525 0.79235 -5.34670  -1.161
79 N -0.00570 0.26475 -2.75371  0.329
80 C 1.26215 0.23549 -3.17569  0.672
81 C 1.68004 -0.21513 -4.47316  -0.670
82 C 2.98843 -0.16599 -4.87474  -1.155
83 C 3.97882 0.32453 -4.01484  -0.566
84 C 3.64228 0.74295 -2.73209  -0.823
85 C 2.33278 0.67788 -2.34177  -0.087
86 F 2.04359 1.03170 -1.08588  0.450
87 H -3.73725 -0.23457 -3.83096  0.499
88 H -3.16173 0.65481 -2.42471  0.206
89 H -3.21044 -1.11550 -2.41051  0.350
90 H -1.88527 -2.68248 -4.25967  0.466
91 H -0.24874 -2.55915 -3.61183  0.326
92 H -0.56102 -2.20040 -5.30917  0.490
93 H -2.06192 0.32056 -6.08324  0.420
94 H -0.44491 0.97470 -5.82905  0.397
95 H -1.85085 1.75584 -5.09215  0.261
96 H 0.93676 -0.59764 -5.15470  0.308
97 H 3.25604 -0.50423 -5.86624  0.464
98 H 5.00883 0.37139 -4.34082  0.456
99 H 4.38182 1.11754 -2.03727  0.570

As for the spin multiplicity: 5. The calculation puts the HOMO energy (alpha / beta) at -9.9 / -10.6 eV. Its orbital gap (alpha / beta) is 7.6889 / 5.5901 eV. The LUMO energy (alpha / beta) comes out at -2.19 / -4.96 eV. The total charge is +1. The expectation value of S² is 6.048.



[3]
ORCA calculation (ωB97M-V/def2-TZVPD) on a structure of composition C38H46N5O2ScSi.

Last column: Mulliken charge in e.
Atoms and positions in Å:
1 Sc -1.34963 1.09305 -0.08987  -0.003
2 C 1.29997 0.08170 1.47204  -0.880
3 N 0.16304 0.99467 1.72762  1.399
4 C -0.51002 0.56153 2.96592  -0.992
5 C -1.97280 0.90636 2.99018  0.405
6 C -2.66181 1.10327 4.17632  -1.153
7 C -4.03472 1.27599 4.13385  -0.417
8 C -4.68577 1.25130 2.90786  -1.106
9 C -3.92847 1.07764 1.76860  -0.232
10 N -2.59736 0.91406 1.80337  0.582
11 C 0.70014 2.36730 1.84176  -1.125
12 C 1.15370 2.86595 0.48750  0.433
13 C 2.14215 3.82291 0.34943  -1.282
14 C 2.49740 4.23488 -0.92482  -0.472
15 C 1.85253 3.67958 -2.02249  -1.158
16 C 0.85968 2.74611 -1.79677  -0.541
17 N 0.50832 2.35661 -0.56633  1.342
18 C -0.78585 -0.56051 -1.34565  -0.237
19 C -0.12479 -1.59128 -2.20481  -0.105
20 C -1.09040 -2.71935 -2.63512  0.076
21 C -2.53616 -2.36993 -2.66560  -1.324
22 C -2.97090 -1.30261 -2.00717  -0.605
23 N -2.07525 -0.47560 -1.27051  -0.276
24 H 1.88669 -0.00867 2.40028  0.219
25 H 1.92985 0.53421 0.70803  0.337
26 H -0.00009 0.95107 3.85237  0.397
27 H -0.43647 -0.52827 2.99656  0.425
28 H -2.12957 1.10318 5.11788  0.520
29 H -4.59402 1.42188 5.04838  0.471
30 H -5.75802 1.36354 2.83784  0.487
31 H -4.38727 1.05937 0.78723  0.631
32 H 1.53287 2.39679 2.55251  0.606
33 H -0.08291 3.02167 2.23811  0.613
34 H 2.64262 4.21712 1.22395  0.588
35 H 3.27617 4.97303 -1.06204  0.482
36 H 2.11273 3.96365 -3.03199  0.548
37 H 0.32361 2.28533 -2.61861  0.526
38 H 0.41311 -1.06514 -3.00145  0.836
39 H -0.76475 -3.18014 -3.56603  0.569
40 H -3.23808 -2.99186 -3.20560  0.450
41 H -4.01073 -1.01135 -1.96343  0.542
42 C 0.70011 -4.23064 1.78730  -1.411
43 C 2.04612 -3.66916 1.29719  1.742
44 C 2.80069 -3.12334 2.52172  -1.671
45 C 2.84960 -4.80818 0.65588  -1.602
46 Si 1.71560 -2.23655 0.12671  -1.175
47 O 0.80443 -1.15384 1.09028  0.947
48 C 0.72909 -2.66416 -1.44327  2.863
49 C -0.55810 -3.55795 -1.42852  0.042
50 C -0.37656 -5.02940 -1.62277  -1.152
51 C 0.69101 -5.47950 -2.27896  -0.752
52 C 1.70674 -4.54436 -2.77723  -0.865
53 C 1.73334 -3.26340 -2.40795  -1.705
54 C 3.21233 -1.26523 -0.46024  1.490
55 C 4.52600 -1.50916 -0.05830  -1.100
56 C 5.58310 -0.74611 -0.54169  -0.943
57 C 5.34706 0.28658 -1.43437  -0.888
58 C 4.04666 0.55698 -1.84384  -0.858
59 C 2.99948 -0.21090 -1.36055  0.452
60 H 0.88033 -4.94824 2.59274  0.576
61 H 0.16974 -4.75781 0.99470  0.277
62 H 0.04723 -3.44854 2.18609  0.045
63 H 2.99976 -3.94466 3.21526  0.582
64 H 2.20790 -2.37968 3.05954  0.183
65 H 3.76231 -2.67280 2.26708  0.245
66 H 3.00988 -5.59712 1.39644  0.578
67 H 3.82915 -4.48861 0.29995  0.179
68 H 2.31595 -5.24897 -0.18617  0.201
69 H -1.17466 -3.33994 -0.55221  0.528
70 H -1.13055 -5.70879 -1.24452  0.519
71 H 0.82909 -6.53787 -2.45707  0.485
72 H 2.46474 -4.92009 -3.45286  0.500
73 H 2.51582 -2.61153 -2.78051  0.512
74 H 4.74552 -2.30808 0.63706  0.167
75 H 6.59317 -0.96463 -0.22120  0.464
76 H 6.17169 0.87468 -1.81503  0.413
77 H 3.85568 1.35573 -2.55065  0.569
78 H 1.99035 0.01389 -1.69469  0.028
79 C -2.80348 4.89053 0.98814  -0.656
80 N -3.54220 4.69639 -0.26265  0.074
81 C -4.51520 5.71371 -0.69035  -1.002
82 C -3.29267 3.61401 -0.96937  0.443
83 C -3.99611 3.33002 -2.25722  -1.230
84 O -2.43905 2.77809 -0.54534  -0.541
85 H -3.14542 5.80417 1.46158  0.370
86 H -1.73514 4.97166 0.78671  0.245
87 H -2.97719 4.05268 1.66365  0.145
88 H -4.56025 6.48498 0.07050  0.312
89 H -5.50742 5.28111 -0.79890  0.370
90 H -4.20983 6.17532 -1.62730  0.376
91 H -4.59636 4.15178 -2.62959  0.494
92 H -4.63891 2.45966 -2.11219  0.252
93 H -3.24932 3.05821 -3.00230  0.306

The calculation puts the HOMO energy at -12.2 eV. Its orbital gap is 7.0108 eV. The LUMO energy comes out at -5.17 eV. The total charge is +2.



no.,E (a.u.)
1,-7203.319514
2,-3922.366675
3,-2949.784590